Entry 1:
The following is a quantum chemistry calculation of a structure of composition C5H11BaN2, from the OMol25 dataset.

Last column: Löwdin charge in e.
Cartesian coordinates (Å):
C -1.75241 1.95859 -0.39882  -0.066
C -1.35970 0.85732 0.53196  -0.456
N -1.45440 0.98832 1.79802  0.179
C -0.68632 -0.38858 0.08436  -0.498
C 0.78821 -0.18255 -0.01550  -0.548
C 1.60167 -1.42094 0.30277  -0.311
N 2.36580 -1.81483 -0.90050  -0.050
H -2.80309 2.21217 -0.21110  0.107
H -1.68243 1.84121 -1.49405  0.011
H -1.13338 2.83561 -0.16531  0.109
H -1.85064 1.88423 2.09855  0.082
H -0.92046 -1.14244 0.84382  0.148
H -1.04350 -0.68721 -0.82453  -0.149
H 0.95106 0.67213 0.64904  0.100
H 0.94494 -2.28399 0.50686  0.114
H 2.17965 -1.25872 1.22556  0.121
H 2.73157 -2.76447 -0.88354  0.076
H 3.19374 -1.23152 -1.02304  0.075
Ba -0.07031 -0.07434 -2.12454  1.956

Atoms 1-2, force components in eV/Å:
C -0.352 1.036 -0.360
C -0.361 0.467 1.728

Calculated values
**LUMO energy**: -3.836 eV
**Orbital gap**: 7.6266 eV
**Total charge**: +1
**E_HOMO**: -11.5 eV
**Multiplicity**: 1

***

Entry 2:
The following is a quantum chemistry calculation of a structure of composition C5H11Br2N2O2Rh, from the OMol25 dataset.

Last column: Mulliken spin population.
Cartesian coordinates (Å):
Rh 0.12600 0.67886 0.67052  2.426
Br -0.05591 0.91116 3.23668  0.246
C -0.99557 2.61645 2.98566  -0.010
Br -1.06710 2.92067 1.04815  0.247
H -0.41786 3.41442 3.44961  0.004
H -2.01540 2.49828 3.34579  0.007
C 4.51553 -0.93071 -0.14929  0.026
N 4.11972 -0.02544 -1.19333  0.617
C 5.09166 0.29400 -2.21493  0.051
C 2.79053 0.52358 -1.25546  -0.017
C 2.41338 1.31990 -2.43833  0.010
O 2.06030 0.31029 -0.27523  0.173
H 5.45189 -0.56574 0.29677  0.041
H 4.78763 -1.89265 -0.62172  0.057
H 3.74265 -1.06995 0.59341  0.012
H 6.09355 0.08005 -1.84662  0.007
H 4.99806 1.32538 -2.55847  0.023
H 4.90794 -0.36476 -3.08801  0.057
H 2.77360 0.87708 -3.36939  0.005
H 2.87787 2.31435 -2.36258  -0.001
H 1.33487 1.44786 -2.48986  -0.002
O -2.17474 -1.95975 0.11742  0.000
N -1.42388 -1.22277 0.17125  0.021

Atoms 1-2, force components in eV/Å:
Rh 0.894 0.939 0.320
Br -0.017 -0.056 0.010

Calculated values
**LUMO energy (alpha / beta)**: -18.982 / -19.136 eV
**Orbital gap (alpha / beta)**: 6.1390 / 6.5821 eV
**Total charge**: +4
**⟨S²⟩**: 6.016
**E_HOMO (alpha / beta)**: -25.1 / -25.7 eV
**Multiplicity**: 5

***

Entry 3:
The following is a quantum chemistry calculation of a structure of composition C5H11Br3FNP, from the OMol25 dataset.

Last column: Löwdin charge in e.
Cartesian coordinates (Å):
C -2.11772 -0.80906 2.63422  -0.071
C -1.44809 0.23631 1.71294  -0.402
F -1.60295 1.50046 2.32089  -0.089
C 0.03180 -0.04883 1.37827  -0.316
C 0.18411 -1.51398 0.80583  -0.399
P 1.10912 -1.59036 -0.78790  0.535
N 0.23268 -2.38936 -1.88629  -0.425
H -2.21775 -0.46763 3.68065  0.067
H -3.14735 -0.96625 2.25660  0.066
H -1.62248 -1.78884 2.63388  0.054
H -2.00568 0.27860 0.76354  0.128
H 0.31894 0.68326 0.58972  0.017
H 0.70323 0.15215 2.23943  0.092
H 0.78299 -2.04878 1.58302  -0.013
H 2.32088 -2.34758 -0.64029  -0.054
H 1.44988 -0.28403 -1.28283  -0.096
H -0.64759 -2.65030 -1.45972  -0.113
C 1.64069 2.89942 -3.30737  -1.628
Br 0.25108 3.76463 -4.34240  0.534
Br 1.07876 2.56615 -1.48900  0.598
Br 2.27442 1.28605 -4.16460  0.555
H 2.47548 3.58586 -3.26312  -0.039

Atoms 1-2, force components in eV/Å:
C -0.684 0.051 -0.080
C 0.429 -1.046 0.142

Calculated values
**LUMO energy**: 2.192 eV
**Orbital gap**: 5.0064 eV
**Total charge**: -1
**E_HOMO**: -2.8 eV
**Multiplicity**: 1

***

Entry 4:
The following is a quantum chemistry calculation of a cluster of 2 separate species, C5H11BrCl2Si in total, from the OMol25 dataset.

Last column: Löwdin charge in e.
Cartesian coordinates (Å):
C 0.04848 1.65403 -0.76890  -0.107
C 1.96964 -0.02370 -1.00014  -0.115
C -0.39733 -0.75622 -1.28667  -0.120
C -2.29688 -0.95549 1.91363  -0.609
C 0.52924 0.15250 -0.48830  -0.743
Si 0.49692 -0.11814 1.31814  -0.010
Cl 1.50912 -1.77925 2.00592  0.292
Cl 0.95365 1.57466 2.41234  0.312
Br -3.33283 0.61231 2.28370  0.495
H -0.67381 1.92530 -0.01116  0.038
H 0.87323 2.36502 -0.43876  0.074
H -0.16562 1.89679 -1.83443  0.097
H 2.63874 0.75742 -0.56366  0.099
H 2.00216 -0.15934 -2.04108  0.066
H 2.31558 -1.00304 -0.61906  0.054
H -1.51440 -0.82862 -0.89946  0.108
H -0.41540 -0.47920 -2.31595  0.062
H 0.06179 -1.78413 -1.36211  0.096
H -2.62274 -1.39502 0.99063  -0.065
H -1.97954 -1.65589 2.70532  -0.024

Atoms 1-2, force components in eV/Å:
C 2.231 0.374 1.195
C 0.301 -0.705 2.532

Calculated values
**LUMO energy (alpha / beta)**: -0.337 / -0.338 eV
**Orbital gap (alpha / beta)**: 7.4562 / 7.4589 eV
**E_HOMO (alpha / beta)**: -7.8 / -7.8 eV
**Multiplicity**: 1

***

Entry 5:
The following is a quantum chemistry calculation of a structure of composition C5H11CeFO3, from the OMol25 dataset.

Last column: Mulliken spin population.
Cartesian coordinates (Å):
F -3.20453 4.07390 -1.42147  -0.001
C -1.93787 2.44381 -1.07102  0.001
H -2.44055 2.49635 -0.09597  0.000
H -1.16309 3.19203 -1.28691  0.000
H -2.46424 1.89102 -1.85716  0.000
C 1.44747 -2.92034 -0.48711  0.001
O 0.53744 -2.57495 -1.48215  -0.011
C 1.19424 -2.13187 0.79831  -0.001
O 1.06318 -0.76281 0.40475  0.003
C 0.43246 0.13811 1.30966  -0.001
C 0.04685 1.35434 0.49223  0.000
O -0.67947 0.97938 -0.67864  -0.005
Ce -0.03177 -0.78549 -1.62539  1.015
H 2.49186 -2.72903 -0.80845  -0.001
H 1.39087 -3.99434 -0.22736  0.000
H 2.01300 -2.23713 1.52504  0.000
H 0.24799 -2.45252 1.26563  0.000
H 1.11499 0.40869 2.12886  0.000
H -0.46192 -0.34277 1.73866  0.000
H 0.94113 1.94030 0.21487  0.000
H -0.53804 2.01331 1.16362  0.000

Atoms 1-2, force components in eV/Å:
F 1.508 -2.054 0.348
C -2.698 3.280 -0.599

Calculated values
**LUMO energy (alpha / beta)**: -4.835 / -4.830 eV
**Orbital gap (alpha / beta)**: 7.3088 / 7.3152 eV
**Total charge**: +1
**⟨S²⟩**: 0.751
**E_HOMO (alpha / beta)**: -12.1 / -12.1 eV
**Multiplicity**: 2

***

Entry 6:
The following is a quantum chemistry calculation of a structure of composition C5H11Cl2GaO5S, from the OMol25 dataset.

Last column: Löwdin charge in e.
Cartesian coordinates (Å):
Ga -0.07933 1.07555 -0.80158  0.354
O -1.81187 4.21488 -1.44504  -0.240
S -1.59397 2.81218 -1.46631  0.447
O -2.55245 1.93559 -2.08469  -0.278
O -1.30799 2.23104 -0.01473  -0.307
O -0.16802 2.43983 -2.05978  -0.308
Cl 3.52991 3.56806 2.25392  0.577
C 3.21031 2.12389 1.32563  -0.925
Cl 1.88068 2.43091 0.15763  0.710
H 2.89469 1.32580 1.98519  0.037
H 4.08131 1.86295 0.73914  0.038
C -1.89666 -1.45531 -0.35769  -0.028
C -0.40437 -1.59850 -0.09196  -0.684
C -0.08657 -1.37671 1.38162  -0.032
C 0.10950 -2.94720 -0.56421  -0.029
O 0.31845 -0.62108 -0.87617  -0.147
H -2.46389 -2.21898 0.17529  0.097
H -2.09573 -1.54655 -1.42578  0.101
H -2.26031 -0.47579 -0.03042  0.081
H -0.60791 -2.09758 2.01194  0.095
H -0.39919 -0.37238 1.68882  0.083
H 0.98778 -1.47207 1.54921  0.089
H -0.36375 -3.75252 -0.00089  0.092
H 1.18962 -3.00586 -0.42566  0.089
H -0.11024 -3.08014 -1.62350  0.092

Atoms 1-2, force components in eV/Å:
Ga 0.340 -0.303 0.202
O 0.109 -0.099 0.044

Calculated values
**LUMO energy**: -0.132 eV
**Orbital gap**: 10.4739 eV
**E_HOMO**: -10.6 eV
**Multiplicity**: 1

***

Entry 7:
The following is a quantum chemistry calculation of the ion C5H11Cl2N2 with charge +1, from the OMol25 dataset.

Last column: Löwdin charge in e.
Cartesian coordinates (Å):
C -1.53490 1.19620 -0.49426  -0.215
C -0.82151 -0.16231 -0.75879  -0.138
C 1.29070 0.72109 -0.14698  -1.136
C 1.05295 -1.63449 -0.44946  0.019
C 0.08102 -0.52850 1.45651  -0.068
N -0.88834 1.78328 0.64171  0.091
N 0.39945 -0.43916 0.06252  -0.419
Cl 1.61603 1.06055 -1.75926  0.824
Cl 2.35298 1.22846 1.04612  0.811
H -1.44452 1.83875 -1.34357  0.111
H -2.55251 1.01902 -0.28784  0.121
H -1.40075 -1.02340 -0.65999  0.116
H -0.57512 -0.24480 -1.86606  0.128
H 2.07255 -1.63154 -0.09093  0.129
H 0.42661 -2.37661 0.01320  0.113
H 0.82424 -1.64152 -1.49710  0.099
H -0.49589 -1.50503 1.58133  0.154
H 0.89046 -0.85120 2.04405  0.083
H -0.25546 0.37217 1.88743  0.072
H -1.03798 2.81904 0.62139  0.105

Atoms 1-2, force components in eV/Å:
C 2.312 -0.778 0.646
C -0.262 0.556 -2.422

Calculated values
**LUMO energy (alpha / beta)**: -4.548 / -4.554 eV
**Orbital gap (alpha / beta)**: 9.6774 / 8.0253 eV
**Total charge**: +1
**E_HOMO (alpha / beta)**: -14.2 / -12.6 eV
**Multiplicity**: 1

***

Entry 8:
The following is a quantum chemistry calculation of a structure of composition C5H11ClF3O3RuSV, from the OMol25 dataset.

Last column: Mulliken spin population.
Cartesian coordinates (Å):
Ru 2.03504 -1.70335 -1.13086  2.935
Cl 0.51797 -1.19284 0.60966  0.086
C 3.48000 -1.33242 -2.47665  -0.071
C 2.15438 -3.64046 -1.49190  -0.115
H 3.64958 -2.17066 -3.17146  0.025
H 3.23771 -0.38988 -2.99600  0.021
H 4.37051 -1.17658 -1.83160  0.035
H 2.65969 -3.86565 -2.44544  0.026
H 1.14945 -4.08887 -1.43253  0.014
H 2.76535 -4.01888 -0.64405  0.008
V -0.82984 0.72169 0.35625  2.620
C 0.59172 2.14285 0.08859  0.748
C -1.53644 0.31804 -1.23041  -0.544
H 1.15524 1.93663 -0.83574  0.047
H 0.13068 3.14871 0.06388  0.034
H 1.24085 2.04428 0.97855  0.035
H -2.25319 -0.50630 -1.40529  0.021
H -1.17733 0.87112 -2.12575  0.040
F -4.03436 2.84986 3.48518  0.000
C -2.98433 2.00180 3.44951  0.002
F -1.84454 2.68972 3.67203  -0.001
F -3.12667 1.06770 4.41732  0.000
S -2.92255 1.18261 1.76403  0.015
O -4.26564 0.80652 1.42579  -0.001
O -2.24279 2.22675 0.93180  0.002
O -1.92051 0.07760 1.97509  0.018

Atoms 1-2, force components in eV/Å:
Ru -0.896 1.048 0.290
Cl 0.866 -0.823 0.536

Calculated values
**LUMO energy (alpha / beta)**: -0.781 / -2.969 eV
**Orbital gap (alpha / beta)**: 6.2435 / 4.3127 eV
**⟨S²⟩**: 12.219
**E_HOMO (alpha / beta)**: -7.0 / -7.3 eV
**Multiplicity**: 7

***

Please write out number 1 again, unchanged.
The following is a quantum chemistry calculation of a structure of composition C5H11BaN2, from the OMol25 dataset.

Last column: Löwdin charge in e.
Cartesian coordinates (Å):
C -1.75241 1.95859 -0.39882  -0.066
C -1.35970 0.85732 0.53196  -0.456
N -1.45440 0.98832 1.79802  0.179
C -0.68632 -0.38858 0.08436  -0.498
C 0.78821 -0.18255 -0.01550  -0.548
C 1.60167 -1.42094 0.30277  -0.311
N 2.36580 -1.81483 -0.90050  -0.050
H -2.80309 2.21217 -0.21110  0.107
H -1.68243 1.84121 -1.49405  0.011
H -1.13338 2.83561 -0.16531  0.109
H -1.85064 1.88423 2.09855  0.082
H -0.92046 -1.14244 0.84382  0.148
H -1.04350 -0.68721 -0.82453  -0.149
H 0.95106 0.67213 0.64904  0.100
H 0.94494 -2.28399 0.50686  0.114
H 2.17965 -1.25872 1.22556  0.121
H 2.73157 -2.76447 -0.88354  0.076
H 3.19374 -1.23152 -1.02304  0.075
Ba -0.07031 -0.07434 -2.12454  1.956

Atoms 1-2, force components in eV/Å:
C -0.352 1.036 -0.360
C -0.361 0.467 1.728

Calculated values
**LUMO energy**: -3.836 eV
**Orbital gap**: 7.6266 eV
**Total charge**: +1
**E_HOMO**: -11.5 eV
**Multiplicity**: 1